(1)
Density functional theory data (the ωB97M-V functional and the def2-TZVPD basis) for 6 unconnected molecules or ions with the total composition C25H49F3NO16.

Properties
Net charge ... +1
F_max ... 0.96 eV/Å

CARTESIAN COORDINATES (ANGSTROEM)
F1 -0.81550 0.67563 1.43867
C1 -0.22666 1.77960 1.96284
F2 -1.16995 2.75076 2.02254
F3 0.75291 2.19554 1.15613
C2 0.25149 1.49772 3.39200
C3 0.70916 0.06704 3.59496
N1 0.85142 -0.14052 5.08400
C4 1.36747 1.11402 5.75344
C5 2.13283 1.92713 4.72596
O1 1.30249 2.38509 3.68697
H1 -0.59345 1.70554 4.05024
H2 -0.01001 -0.64728 3.21541
H3 1.64918 -0.15389 3.10929
H4 -0.06652 -0.39781 5.43707
H5 1.53411 -0.87791 5.26269
H6 0.53198 1.71969 6.08198
H7 1.95904 0.88180 6.62687
H8 2.95979 1.32816 4.34113
H9 2.59428 2.76984 5.22250
C6 5.13396 -4.68851 7.04832
C7 4.04897 -4.35032 6.05059
O2 4.15725 -2.99034 5.57640
C8 5.12559 -2.77480 4.67980
O3 5.87196 -3.59354 4.23083
O4 5.12000 -1.47015 4.38555
C9 6.18057 -1.06235 3.50368
H10 5.13336 -3.97243 7.87098
H11 4.97508 -5.68768 7.45135
H12 6.11769 -4.65902 6.58364
H13 3.07149 -4.41071 6.52624
H14 4.05096 -5.03579 5.20423
H15 6.19122 -1.66356 2.59869
H16 7.13817 -1.13418 4.01395
H17 5.99405 -0.02521 3.24132
C10 -2.62699 1.90949 -1.77825
C11 -3.48629 1.42577 -0.62887
O5 -4.86622 1.32146 -1.00020
C12 -5.17842 0.25752 -1.73587
O6 -4.42109 -0.61542 -2.07574
O7 -6.46780 0.33187 -2.04010
C13 -6.93410 -0.70760 -2.91095
H18 -3.01514 2.84918 -2.17179
H19 -1.59961 2.06362 -1.44625
H20 -2.61849 1.18864 -2.59434
H21 -3.45952 2.14869 0.18481
H22 -3.13432 0.47073 -0.23666
H23 -6.69364 -1.68937 -2.51085
H24 -6.50046 -0.58930 -3.90251
H25 -8.01217 -0.59530 -2.97240
C14 9.67906 2.61157 -1.02406
C15 9.96611 1.60124 0.06523
O8 8.85557 0.71210 0.28105
C16 8.71096 -0.24563 -0.63252
O9 9.42029 -0.44114 -1.57945
O10 7.63020 -0.96168 -0.30901
C17 7.30481 -1.98628 -1.25403
H26 8.76017 3.15715 -0.80512
H27 10.50039 3.32281 -1.10386
H28 9.55329 2.12355 -1.98902
H29 10.11502 2.10717 1.01700
H30 10.86463 1.02378 -0.14825
H31 8.15900 -2.63242 -1.43925
H32 6.96146 -1.54316 -2.18709
H33 6.50020 -2.56820 -0.81360
C18 -1.97824 -5.62340 -6.90880
C19 -3.36394 -5.21265 -6.45983
O11 -3.43437 -5.02365 -5.03790
C20 -2.90591 -3.88942 -4.58520
O12 -2.41375 -3.01821 -5.25230
O13 -3.02740 -3.87873 -3.25922
C21 -2.44181 -2.73581 -2.62713
H34 -1.64992 -6.50983 -6.36475
H35 -1.97743 -5.84444 -7.97580
H36 -1.25467 -4.83158 -6.72163
H37 -4.07814 -6.00400 -6.67766
H38 -3.70077 -4.31075 -6.97004
H39 -2.81384 -1.81997 -3.05563
H40 -1.35462 -2.78109 -2.71381
H41 -2.72314 -2.78258 -1.58002
C22 -8.72294 3.09461 -3.71252
C23 -7.46545 3.26015 -2.88572
O14 -6.95202 4.60029 -2.95985
C24 -7.60468 5.50228 -2.23264
O15 -8.54374 5.29206 -1.51221
O16 -7.02681 6.68730 -2.43035
C25 -7.67122 7.77391 -1.76150
H42 -8.54585 3.40863 -4.74196
H43 -9.04159 2.05192 -3.71102
H44 -9.53579 3.70178 -3.31742
H45 -6.67641 2.62582 -3.28036
H46 -7.62584 2.97774 -1.84664
H47 -7.77827 7.57045 -0.69861
H48 -8.64711 7.96393 -2.20475
H49 -7.03563 8.64282 -1.90302

Atoms 1-2, force components in eV/Å:
0.389 0.508 0.136
-0.632 0.667 -0.293

Electronic structure analysis, Löwdin charges in units of e: atom 1 (F): 0.141, atom 2 (C): -0.533, atom 3 (F): 0.152, atom 4 (F): 0.189, atom 5 (C): -0.209, atom 6 (C): -0.027, atom 7 (N): 0.105, atom 8 (C): -0.059, atom 9 (C): -0.154, atom 10 (O): -0.032, atom 11 (H): 0.172, atom 12 (H): 0.147, atom 13 (H): 0.156, atom 14 (H): 0.189, atom 15 (H): 0.186, atom 16 (H): 0.142, atom 17 (H): 0.145, atom 18 (H): 0.136, atom 19 (H): 0.148, atom 20 (C): -0.059, atom 21 (C): -0.209, atom 22 (O): 0.005, atom 23 (C): -0.622, atom 24 (O): 0.152, atom 25 (O): -0.025, atom 26 (C): -0.023, atom 27 (H): 0.084, atom 28 (H): 0.087, atom 29 (H): 0.079, atom 30 (H): 0.117, atom 31 (H): 0.126, atom 32 (H): 0.095, atom 33 (H): 0.105, atom 34 (H): 0.091, atom 35 (C): -0.049, atom 36 (C): -0.216, atom 37 (O): 0.045, atom 38 (C): -0.601, atom 39 (O): 0.110, atom 40 (O): -0.006, atom 41 (C): -0.019, atom 42 (H): 0.088, atom 43 (H): 0.073, atom 44 (H): 0.077, atom 45 (H): 0.117, atom 46 (H): 0.113, atom 47 (H): 0.098, atom 48 (H): 0.104, atom 49 (H): 0.093, atom 50 (C): -0.064, atom 51 (C): -0.208, atom 52 (O): 0.029, atom 53 (C): -0.618, atom 54 (O): 0.136, atom 55 (O): -0.010, atom 56 (C): -0.037, atom 57 (H): 0.081, atom 58 (H): 0.083, atom 59 (H): 0.076, atom 60 (H): 0.121, atom 61 (H): 0.125, atom 62 (H): 0.098, atom 63 (H): 0.100, atom 64 (H): 0.089, atom 65 (C): -0.065, atom 66 (C): -0.210, atom 67 (O): 0.037, atom 68 (C): -0.616, atom 69 (O): 0.125, atom 70 (O): 0.011, atom 71 (C): -0.050, atom 72 (H): 0.082, atom 73 (H): 0.081, atom 74 (H): 0.074, atom 75 (H): 0.122, atom 76 (H): 0.123, atom 77 (H): 0.066, atom 78 (H): 0.098, atom 79 (H): 0.089, atom 80 (C): -0.053, atom 81 (C): -0.215, atom 82 (O): 0.042, atom 83 (C): -0.617, atom 84 (O): 0.126, atom 85 (O): 0.005, atom 86 (C): -0.039, atom 87 (H): 0.085, atom 88 (H): 0.074, atom 89 (H): 0.077, atom 90 (H): 0.112, atom 91 (H): 0.123, atom 92 (H): 0.094, atom 93 (H): 0.099, atom 94 (H): 0.093

***

(2)
Density functional theory data (the ωB97M-V functional and the def2-TZVPD basis) for 7 unconnected molecules or ions with the total composition C25H49F6N7O8S.

Properties
F_max ... 3.46 eV/Å
SMILES string ... C#CCCCN(C(F)(F)C(F)(F)F)S(=O)(=O)F.CNC(C)=O.CNC(C)=O.CNC(C)=O.CNC(C)=O.CNC(C)=O.CNC(C)=O

CARTESIAN COORDINATES (ANGSTROEM)
C1 3.47608 0.28015 0.60044
C2 2.54914 0.59727 -0.07211
C3 1.36856 0.91001 -0.87416
C4 0.40131 -0.26397 -0.73406
C5 -0.81476 -0.10897 -1.65792
N1 -2.11385 -0.64949 -1.17726
C6 -2.67985 -0.03294 -0.01944
F1 -2.19553 -0.49063 1.15911
F2 -4.00537 -0.33402 -0.00853
C7 -2.59556 1.51773 -0.01084
F3 -1.38141 1.96721 0.29978
F4 -3.00992 2.00161 -1.19127
F5 -3.45783 1.95261 0.92840
S1 -2.16044 -2.31834 -1.20693
O1 -0.87229 -2.90764 -1.22624
O2 -2.96545 -2.64419 -2.33338
F6 -2.89922 -2.84092 0.03622
H1 4.09519 -0.22604 1.29712
H2 0.95598 1.83375 -0.48071
H3 1.71021 1.02126 -1.89870
H4 0.95281 -1.13630 -1.06505
H5 0.16810 -0.44484 0.30986
H6 -0.91936 0.92234 -1.96677
H7 -0.59038 -0.63679 -2.57568
C8 -7.20985 -2.87061 -5.22957
N2 -6.23925 -2.74501 -6.30119
C9 -4.90431 -2.52648 -6.19836
C10 -4.32281 -2.39107 -4.80689
O3 -4.20810 -2.44317 -7.20384
H8 -7.69282 -3.84768 -5.28246
H9 -7.97550 -2.10013 -5.33334
H10 -6.73524 -2.76567 -4.26014
H11 -6.56281 -2.82547 -7.25204
H12 -3.25749 -2.23325 -4.90872
H13 -4.75721 -1.53663 -4.28604
H14 -4.47678 -3.28942 -4.21590
C11 3.10492 3.32301 5.16938
N3 3.86804 2.27729 4.50702
C12 3.42287 1.08606 4.04031
C13 1.95528 0.77811 4.21297
O4 4.18838 0.30050 3.49823
H15 3.17378 4.24571 4.58977
H16 3.51948 3.49878 6.16173
H17 2.06293 3.04683 5.27229
H18 4.85361 2.42381 4.36156
H19 1.75576 -0.20172 3.79010
H20 1.68469 0.76829 5.26969
H21 1.34690 1.51641 3.68977
C14 -3.35770 -5.99726 -2.43571
N4 -1.93152 -5.84831 -2.22847
C15 -0.92970 -6.64001 -2.69869
C16 -1.32521 -7.82752 -3.54753
O5 0.23468 -6.39271 -2.44000
H22 -3.75021 -5.10682 -2.92744
H23 -3.86202 -6.10767 -1.47298
H24 -3.57665 -6.86543 -3.04773
H25 -1.61079 -5.07316 -1.67567
H26 -0.42430 -8.35509 -3.84339
H27 -1.96106 -8.50974 -2.98194
H28 -1.85021 -7.50022 -4.44582
C17 3.81462 0.35720 9.81026
N5 2.94216 1.10535 8.92324
C18 2.42137 2.34797 9.10341
C19 2.77620 3.07206 10.38057
O6 1.69751 2.84687 8.25686
H29 4.75022 0.12680 9.29847
H30 3.33521 -0.58104 10.09342
H31 4.03589 0.92288 10.70811
H32 2.66797 0.67699 8.05366
H33 2.28845 4.04133 10.37492
H34 2.43007 2.51091 11.24898
H35 3.85405 3.22249 10.45005
C20 5.85927 3.55155 1.47806
N6 4.49932 3.81508 1.05249
C21 3.83371 4.99758 1.03745
C22 4.57897 6.22196 1.52006
O7 2.67816 5.05852 0.64875
H36 6.42907 3.12894 0.64916
H37 5.85452 2.82481 2.29303
H38 6.34859 4.45945 1.81472
H39 3.94878 3.03484 0.71866
H40 3.91793 7.07962 1.44793
H41 4.88422 6.10166 2.56048
H42 5.45851 6.40474 0.90192
C23 -2.97367 0.21502 -6.40120
N7 -2.06779 0.69906 -5.36486
C24 -0.99594 1.51788 -5.47227
C25 -0.64773 2.03151 -6.84697
O8 -0.34187 1.82005 -4.47981
H43 -3.99085 0.53200 -6.15942
H44 -2.94007 -0.85977 -6.42955
H45 -2.70830 0.59891 -7.38015
H46 -2.24041 0.39541 -4.41875
H47 0.22745 2.66848 -6.76776
H48 -0.41994 1.20317 -7.51813
H49 -1.47165 2.61625 -7.25661

Atoms 1-2, force components in eV/Å:
0.540 -0.810 0.731
-0.778 0.537 -0.686

Electronic structure analysis, Löwdin charges in units of e: atom 1 (C): 0.112, atom 2 (C): -0.139, atom 3 (C): -0.188, atom 4 (C): -0.175, atom 5 (C): -0.159, atom 6 (N): -0.073, atom 7 (C): -0.483, atom 8 (F): 0.140, atom 9 (F): 0.132, atom 10 (C): -0.524, atom 11 (F): 0.193, atom 12 (F): 0.182, atom 13 (F): 0.173, atom 14 (S): 0.632, atom 15 (O): -0.199, atom 16 (O): -0.240, atom 17 (F): -0.076, atom 18 (H): 0.023, atom 19 (H): 0.112, atom 20 (H): 0.128, atom 21 (H): 0.112, atom 22 (H): 0.118, atom 23 (H): 0.109, atom 24 (H): 0.127, atom 25 (C): -0.073, atom 26 (N): 0.010, atom 27 (C): -0.537, atom 28 (C): -0.031, atom 29 (O): 0.016, atom 30 (H): 0.083, atom 31 (H): 0.083, atom 32 (H): 0.073, atom 33 (H): 0.140, atom 34 (H): 0.071, atom 35 (H): 0.094, atom 36 (H): 0.061, atom 37 (C): -0.063, atom 38 (N): 0.017, atom 39 (C): -0.550, atom 40 (C): 0.000, atom 41 (O): -0.004, atom 42 (H): 0.080, atom 43 (H): 0.076, atom 44 (H): 0.073, atom 45 (H): 0.123, atom 46 (H): 0.082, atom 47 (H): 0.076, atom 48 (H): 0.087, atom 49 (C): -0.071, atom 50 (N): 0.020, atom 51 (C): -0.548, atom 52 (C): -0.014, atom 53 (O): 0.040, atom 54 (H): 0.056, atom 55 (H): 0.087, atom 56 (H): 0.072, atom 57 (H): 0.093, atom 58 (H): 0.080, atom 59 (H): 0.081, atom 60 (H): 0.083, atom 61 (C): -0.074, atom 62 (N): 0.008, atom 63 (C): -0.554, atom 64 (C): -0.011, atom 65 (O): 0.024, atom 66 (H): 0.084, atom 67 (H): 0.084, atom 68 (H): 0.070, atom 69 (H): 0.133, atom 70 (H): 0.082, atom 71 (H): 0.085, atom 72 (H): 0.084, atom 73 (C): -0.072, atom 74 (N): 0.020, atom 75 (C): -0.561, atom 76 (C): -0.014, atom 77 (O): 0.025, atom 78 (H): 0.086, atom 79 (H): 0.065, atom 80 (H): 0.071, atom 81 (H): 0.109, atom 82 (H): 0.080, atom 83 (H): 0.077, atom 84 (H): 0.083, atom 85 (C): -0.060, atom 86 (N): 0.024, atom 87 (C): -0.548, atom 88 (C): -0.008, atom 89 (O): 0.016, atom 90 (H): 0.094, atom 91 (H): 0.040, atom 92 (H): 0.084, atom 93 (H): 0.124, atom 94 (H): 0.081, atom 95 (H): 0.086, atom 96 (H): 0.084

***

Record order is preserved below.
Molar mass: 676.7, 721.8 g mol⁻¹
Record order is preserved below.
HOMO energy: -11.87, -9.21 eV
Record order is preserved below.
Kohn-Sham gap: 0.3067, 0.3543 Eh